No. 1
{"formula": "C4H6O2", "method": "ωB97M-V/def2-TZVPD", "charge": 0, "relative_energy_kcal_mol": 32.9, "homo_ev": -9.7, "elements": ["O", "C", "C", "C", "C", "O", "H", "H", "H", "H", "H", "H"], "coordinates": [[2.069580, -0.607446, 0.174304], [0.732979, -0.580594, -0.178088], [-0.492557, -0.392425, 0.804162], [-1.238720, 0.359936, -0.340107], [0.181382, 0.699276, -0.779527], [0.747583, 1.755831, -0.923149], [2.347927, 0.310754, 0.318769], [0.529244, -1.447871, -0.818521], [-0.960847, -1.288098, 1.224338], [-0.280527, 0.318747, 1.611499], [-1.867907, 1.221529, -0.108580], [-1.768137, -0.349636, -0.985103]], "forces_ev_per_a": [[-0.05, 0.23, 0.41], [-0.04, 0.01, -0.35], [-0.11, 0.02, 0.27], [-0.19, 0.16, -0.05], [0.12, 0.26, 0.22], [-0.31, -0.55, -0.23], [0.00, -0.17, -0.06], [-0.05, 0.13, 0.16], [0.16, 0.13, -0.28], [0.20, -0.23, -0.17], [0.08, -0.22, 0.08], [0.20, 0.23, -0.02]]}


No. 2
{"formula": "C20H18AgIN6O2", "method": "ωB97M-V/def2-TZVPD", "charge": 0, "relative_energy_kcal_mol": 2.4, "homo_ev": -7.3, "elements": ["Ag", "C", "C", "N", "C", "C", "C", "O", "C", "C", "N", "C", "C", "C", "C", "C", "C", "I", "C", "O", "H", "H", "H", "H", "H", "H", "H", "H", "H", "H", "H", "H", "N", "C", "C", "N", "C", "C", "N", "C", "C", "N", "H", "H", "H", "H", "H", "H"], "coordinates": [[1.719685, -1.047427, 0.219054], [0.024804, -1.527218, 4.452473], [-0.505590, -0.345566, 3.602185], [-1.700943, 0.117412, 3.908995], [-2.289876, 0.979631, 3.070895], [-1.702103, 1.504649, 1.936657], [-2.432228, 2.499753, 1.102136], [-2.500634, 1.938030, -0.263029], [-0.432856, 0.974310, 1.573469], [0.321989, 1.639797, 0.494385], [1.302579, 1.196445, -0.179538], [1.826583, 1.964443, -1.256838], [0.833210, 2.424569, -2.157152], [1.249134, 3.247823, -3.235672], [2.583930, 3.661372, -3.406425], [3.522922, 3.160573, -2.498553], [3.145660, 2.309463, -1.480393], [4.577240, 1.702179, -0.074944], [0.169448, -0.032800, 2.402931], [1.307443, -0.637046, 2.248572], [-0.814182, -1.880909, 5.066383], [0.859777, -1.273193, 5.133287], [0.366724, -2.392660, 3.787156], [-3.250914, 1.372292, 3.347399], [-1.933517, 3.502242, 0.973917], [-3.464775, 2.683580, 1.469873], [-2.935774, 2.621013, -0.878893], [-0.083812, 2.691692, 0.328065], [-0.236797, 2.160231, -1.975544], [0.523234, 3.683747, -3.887059], [2.737712, 4.342071, -4.215499], [4.524565, 3.506011, -2.570312], [-1.121035, -1.113141, -1.327338], [-2.479200, -0.840291, -1.139247], [-3.055747, -2.044208, -0.920752], [-2.131914, -3.042365, -0.948441], [-0.977953, -2.418429, -1.190741], [0.232075, -3.189721, -1.113578], [1.496240, -2.830878, -0.933740], [2.225403, -3.970951, -0.919704], [1.434035, -5.023957, -1.114756], [0.173165, -4.506709, -1.196126], [-0.420440, -0.429160, -1.262433], [-2.888982, 0.139818, -1.048692], [-4.061837, -2.423834, -0.768846], [3.307175, -3.961848, -0.761984], [1.625978, -6.054192, -1.062288], [-0.669594, -5.036631, -1.329299]], "forces_ev_per_a": [[0.71, -0.08, -0.57], [-0.01, -0.29, -0.58], [-1.07, -1.66, 1.12], [0.33, -0.24, -0.08], [0.17, 1.04, -0.42], [0.46, -0.80, 0.54], [-0.27, 0.73, -1.44], [-1.04, 1.97, -0.74], [1.09, 0.14, -0.25], [-1.67, 1.30, 0.85], [1.18, -0.42, -0.30], [-2.48, 0.31, -0.33], [0.86, 0.71, -0.92], [0.12, -0.28, 1.17], [-1.49, -1.41, 1.20], [-0.64, 0.61, -0.94], [0.33, -0.22, 0.85], [-0.07, -0.07, -0.09], [1.04, 0.32, -0.18], [-0.74, 0.85, -0.02], [0.24, 0.16, -0.12], [-0.30, 0.02, -0.53], [-0.38, 1.35, 0.80], [-0.45, -0.12, 0.25], [-0.25, -0.87, 0.57], [0.67, -0.22, -0.02], [0.95, -1.41, 1.53], [0.76, -1.10, -0.19], [1.08, 0.28, -0.31], [-0.51, -0.03, -0.38], [0.76, 0.27, -0.19], [0.80, 0.00, 0.02], [-2.18, 0.77, 0.27], [0.33, -0.12, 0.05], [-0.62, -1.39, -0.12], [1.28, 0.34, -0.52], [-0.74, -1.84, 0.86], [0.94, 0.34, -0.17], [-0.59, 1.07, -0.18], [2.17, 0.53, 0.17], [-0.81, -0.24, 0.34], [-0.50, -1.61, -0.48], [1.12, 0.91, -0.13], [0.18, 0.25, -0.20], [-0.05, 0.98, 0.02], [-0.58, 0.06, -0.09], [0.15, -1.01, -0.17], [-0.26, 0.13, 0.01]]}


No. 3
{"formula": "C4H12NOS2", "method": "ωB97M-V/def2-TZVPD", "charge": 1, "relative_energy_kcal_mol": 51.8, "homo_ev": -13.0, "elements": ["C", "C", "C", "C", "N", "O", "S", "S", "H", "H", "H", "H", "H", "H", "H", "H", "H", "H", "H", "H"], "coordinates": [[4.078855, -0.298655, 0.768960], [-3.249117, 0.496088, 0.051594], [2.741550, -0.451831, 0.315065], [-1.796132, 0.049273, -0.180536], [-0.936288, 0.992151, -0.963066], [-1.071700, -0.254164, 0.951108], [2.001396, 0.543976, -0.779034], [-1.942987, -1.553418, -1.300032], [4.178863, 0.823057, 0.989344], [4.686201, -0.724683, 0.061109], [4.086601, -0.816387, 1.831413], [-3.319490, 1.294451, 0.702398], [-3.730598, -0.394767, 0.547263], [-3.566863, 0.775555, -0.972124], [2.130769, -1.117075, 0.972053], [-1.319518, 1.042884, -1.916638], [-0.627514, 1.892461, -0.487162], [-1.635395, -0.653414, 1.623642], [0.004213, 0.359704, -1.013859], [-0.712839, -2.005197, -1.201500]], "forces_ev_per_a": [[-0.73, 1.61, 5.01], [1.20, -2.47, -1.60], [-3.72, 0.78, 0.07], [-0.71, -1.73, 0.00], [1.37, -1.27, 0.44], [0.32, 0.61, 0.02], [1.06, -1.23, 0.43], [-1.08, 1.46, 0.35], [0.69, -1.57, -0.74], [2.33, -0.71, -1.38], [0.74, 0.80, -2.29], [0.02, 1.90, 1.29], [-0.06, 1.00, -1.04], [-0.81, -0.38, 0.81], [0.08, 0.14, -1.18], [0.25, 0.59, 0.40], [-0.94, -1.18, -0.78], [-0.08, -0.03, -0.05], [-0.79, 1.67, -0.02], [0.86, 0.03, 0.29]]}


| no. | lowest unoccupied orbital energy (eV) |
| --- | --- |
| 1 | 0.882 |
| 2 | 0.138 |
| 3 | -4.201 |